ORCA calculation (wB97M-V/def2-TZVPD) on C42H54MnN4O2S3Si3 as an isolated structure.

For the HOMO energy (spin up / spin down), the calculation gives -0.176 / -0.159 Eh. Its orbital gap (spin up / spin down) is 7.080 / 6.645 eV. As for the total charge: -1. The value obtained for the energy relative to the best compared isomer or geometry (same formula, charge and spin) is 0.0 kJ/mol. The value obtained for the lowest unoccupied orbital energy (spin up / spin down) is 2.302 / 2.306 eV. Its multiplicity is 5.

Atoms and positions in Å:
Mn (-0.10, 0.25, -0.30)
C (-1.43, -1.69, 2.45)
Si (-0.72, 0.05, 2.16)
C (-1.96, 1.26, 2.94)
C (0.79, 0.02, 3.32)
C (0.74, 0.20, 4.71)
C (1.85, -0.05, 5.50)
C (3.03, -0.48, 4.91)
C (3.10, -0.65, 3.54)
C (1.99, -0.39, 2.73)
Si (2.04, -0.49, 0.84)
C (2.48, -2.29, 0.43)
C (3.64, 0.46, 0.40)
H (-1.90, -1.77, 3.43)
H (-0.61, -2.41, 2.41)
H (-2.17, -1.95, 1.68)
H (-2.13, 0.99, 3.99)
H (-2.92, 1.21, 2.43)
H (-1.62, 2.30, 2.92)
H (-0.19, 0.52, 5.18)
H (1.79, 0.10, 6.57)
H (3.90, -0.68, 5.53)
H (4.04, -0.97, 3.09)
H (3.51, -2.51, 0.75)
H (2.41, -2.52, -0.64)
H (1.82, -2.98, 0.97)
H (4.42, -0.25, 0.11)
H (3.99, 0.99, 1.29)
H (3.55, 1.18, -0.41)
C (0.82, -0.03, -2.21)
Si (1.22, 1.59, -2.92)
C (0.25, 2.93, -1.99)
N (0.08, 2.70, -0.54)
C (-1.13, 3.39, -0.04)
C (-0.94, 4.89, 0.11)
C (0.23, 5.21, 1.07)
C (0.98, 3.94, 1.45)
C (1.29, 3.08, 0.23)
C (0.66, 1.84, -4.72)
C (-0.69, 1.63, -5.04)
C (-1.14, 1.76, -6.35)
C (-0.25, 2.09, -7.36)
C (1.08, 2.30, -7.06)
C (1.53, 2.17, -5.75)
C (3.07, 1.97, -2.94)
C (4.00, 0.94, -3.11)
C (5.36, 1.19, -3.16)
C (5.83, 2.49, -3.03)
C (4.93, 3.53, -2.87)
C (3.57, 3.27, -2.83)
H (1.61, -0.78, -2.30)
H (-0.05, -0.43, -2.76)
H (-0.75, 2.91, -2.44)
H (0.64, 3.94, -2.19)
H (-1.40, 2.94, 0.92)
H (-1.95, 3.15, -0.71)
H (-1.87, 5.33, 0.47)
H (-0.75, 5.33, -0.87)
H (-0.13, 5.71, 1.97)
H (0.92, 5.90, 0.59)
H (0.41, 3.35, 2.17)
H (1.93, 4.18, 1.94)
H (1.81, 2.19, 0.55)
H (1.98, 3.63, -0.43)
H (-1.40, 1.35, -4.27)
H (-2.19, 1.59, -6.58)
H (-0.61, 2.19, -8.38)
H (1.78, 2.56, -7.85)
H (2.58, 2.34, -5.53)
H (3.64, -0.08, -3.18)
H (6.06, 0.37, -3.28)
H (6.90, 2.68, -3.06)
H (5.30, 4.55, -2.78)
H (2.88, 4.10, -2.71)
S (-6.86, 1.73, 1.92)
C (-5.54, 1.03, 1.19)
S (-4.63, 1.85, -0.03)
C (-3.57, 0.46, -0.23)
N (-3.90, -0.52, 0.53)
N (-4.97, -0.20, 1.35)
C (-5.36, -1.26, 2.22)
C (-5.97, -1.03, 3.45)
C (-6.29, -2.11, 4.26)
C (-6.00, -3.40, 3.87)
C (-5.38, -3.62, 2.64)
C (-5.06, -2.56, 1.82)
S (-2.34, 0.47, -1.43)
H (-6.18, -0.02, 3.76)
H (-6.76, -1.92, 5.21)
H (-6.25, -4.24, 4.51)
H (-5.14, -4.63, 2.32)
H (-4.55, -2.73, 0.87)
O (-2.56, -3.60, -0.34)
C (-1.37, -3.67, -0.49)
O (-0.59, -2.60, -0.67)
C (-0.61, -4.99, -0.44)
N (0.68, -4.89, -1.11)
C (1.67, -5.75, -0.42)
C (0.93, -6.33, 0.79)
C (-0.23, -5.36, 1.00)
H (-1.27, -5.76, -0.86)
H (0.31, -2.95, -0.85)
H (0.63, -5.08, -2.10)
H (2.52, -5.14, -0.11)
H (2.05, -6.53, -1.08)
H (1.57, -6.42, 1.66)
H (0.54, -7.32, 0.55)
H (0.11, -4.46, 1.52)
H (-1.07, -5.77, 1.55)

Results of the Löwdin charge analysis, in e, for atoms 1 through 6: 0.38, -0.20, 0.54, -0.21, -0.32, -0.10

=====

ORCA calculation (wB97M-V/def2-TZVPD) on C42H55AsBF5N14Sr as an isolated structure.

For the HOMO energy, the calculation gives -0.263 Eh. Its orbital gap is 7.522 eV. As for the total charge: 0. The value obtained for the energy relative to the best compared isomer or geometry (same formula, charge and spin) is 44.0 kJ/mol. The value obtained for the lowest unoccupied orbital energy is 0.363 eV.

Atoms and positions in Å:
Sr (-0.28, 0.34, 0.35)
C (-3.68, 3.66, 1.32)
C (-2.54, 2.90, 1.61)
N (-2.36, 1.96, 0.70)
N (-3.35, 2.10, -0.20)
C (-4.16, 3.12, 0.15)
B (-3.45, 1.21, -1.46)
N (-3.53, -0.28, -1.04)
C (-4.60, -1.08, -1.20)
C (-4.30, -2.33, -0.71)
C (-2.99, -2.20, -0.25)
N (-2.52, -0.97, -0.45)
N (-2.25, 1.46, -2.40)
C (-2.30, 1.84, -3.68)
C (-1.01, 1.98, -4.15)
C (-0.21, 1.65, -3.05)
N (-0.96, 1.33, -2.00)
H (-4.08, 4.50, 1.87)
H (-1.85, 3.00, 2.43)
H (-5.00, 3.38, -0.47)
H (-4.46, 1.48, -2.05)
H (-5.50, -0.69, -1.65)
H (-4.94, -3.20, -0.68)
H (-2.36, -2.95, 0.21)
H (-3.25, 2.00, -4.17)
H (-0.69, 2.29, -5.13)
H (0.86, 1.64, -2.97)
C (2.47, -4.01, -3.66)
N (1.14, -3.61, -4.06)
C (0.86, -3.75, -5.47)
C (0.43, -2.69, -3.31)
N (0.95, -1.79, -2.54)
C (2.21, -1.26, -2.88)
C (2.30, -0.60, -4.08)
C (3.45, 0.10, -4.47)
C (4.52, 0.16, -3.63)
C (4.50, -0.52, -2.39)
C (5.63, -0.45, -1.54)
C (5.65, -1.11, -0.35)
C (4.55, -1.90, 0.02)
C (3.43, -2.02, -0.78)
N (2.33, -2.76, -0.36)
C (2.39, -3.88, 0.24)
N (1.25, -4.29, 0.94)
C (0.24, -3.26, 1.10)
C (0.68, -5.58, 0.59)
N (3.42, -4.80, 0.29)
C (3.69, -5.57, 1.49)
C (4.50, -4.84, -0.67)
C (3.35, -1.27, -2.00)
N (-0.93, -2.83, -3.40)
C (-1.56, -4.10, -3.67)
C (-1.79, -1.67, -3.49)
H (2.63, -5.06, -3.95)
H (2.54, -3.94, -2.58)
H (3.26, -3.40, -4.11)
H (0.83, -4.80, -5.77)
H (1.63, -3.25, -6.07)
H (-0.10, -3.30, -5.71)
H (1.42, -0.58, -4.72)
H (3.47, 0.62, -5.42)
H (5.41, 0.72, -3.90)
H (6.47, 0.16, -1.85)
H (6.50, -1.04, 0.31)
H (4.56, -2.41, 0.98)
H (0.71, -2.35, 1.45)
H (-0.50, -3.60, 1.83)
H (-0.26, -3.04, 0.14)
H (1.46, -6.31, 0.43)
H (0.07, -5.51, -0.32)
H (0.03, -5.93, 1.40)
H (2.90, -5.41, 2.22)
H (4.64, -5.25, 1.93)
H (3.76, -6.63, 1.27)
H (4.24, -4.29, -1.57)
H (4.69, -5.88, -0.94)
H (5.42, -4.41, -0.27)
H (-1.94, -4.17, -4.70)
H (-2.41, -4.23, -2.99)
H (-0.86, -4.92, -3.51)
H (-1.26, -0.80, -3.15)
H (-2.68, -1.81, -2.88)
H (-2.12, -1.52, -4.53)
C (1.46, -0.82, 4.02)
C (2.28, -0.13, 2.99)
N (2.09, -0.18, 1.69)
C (3.09, 0.60, 1.13)
C (3.87, 1.13, 2.10)
N (3.34, 0.65, 3.28)
H (0.57, -1.23, 3.54)
H (1.13, -0.12, 4.79)
H (2.01, -1.64, 4.48)
H (3.18, 0.73, 0.06)
H (4.71, 1.79, 2.07)
H (3.65, 0.89, 4.21)
C (-2.52, -2.39, 3.65)
As (-2.27, -0.57, 2.96)
C (-4.13, -0.21, 2.50)
C (-2.22, 0.35, 4.68)
H (-3.32, -2.40, 4.40)
H (-1.60, -2.74, 4.11)
H (-2.79, -3.06, 2.84)
H (-4.78, -0.49, 3.33)
H (-4.40, -0.78, 1.62)
H (-4.25, 0.85, 2.29)
H (-3.09, 0.10, 5.28)
H (-2.18, 1.43, 4.52)
H (-1.32, 0.07, 5.22)
F (1.52, 3.07, -0.67)
C (1.54, 3.34, 0.68)
C (0.77, 2.58, 1.52)
C (0.93, 2.89, 2.84)
F (0.23, 2.18, 3.79)
C (1.81, 3.84, 3.34)
F (1.97, 4.04, 4.66)
C (2.57, 4.57, 2.44)
F (3.44, 5.49, 2.88)
C (2.43, 4.32, 1.08)
F (3.19, 5.01, 0.21)

Results of the Löwdin charge analysis, in e, for atoms 1 through 6: 1.19, -0.06, -0.17, -0.04, -0.04, -0.08

=====

ORCA calculation (wB97M-V/def2-TZVPD) on C42H55Cl6N6O3RuS2SeTe as an isolated structure at a distorted geometry.

For the HOMO energy (spin up / spin down), the calculation gives -0.239 / -0.261 Eh. Its orbital gap (spin up / spin down) is 6.769 / 6.565 eV. As for the total charge: 0. The value obtained for the energy relative to the best compared isomer or geometry (same formula, charge and spin) is 271.0 kJ/mol. The value obtained for the lowest unoccupied orbital energy (spin up / spin down) is 0.270 / -0.530 eV. Its multiplicity is 6.

Atoms and positions in Å:
Ru (-0.05, 1.51, -0.45)
Cl (2.37, 3.64, -4.97)
C (2.53, 3.80, -3.09)
Cl (4.00, 3.02, -2.56)
Cl (2.50, 5.55, -2.72)
C (1.35, 3.05, -2.35)
O (0.83, 2.10, -2.91)
O (1.14, 3.41, -1.18)
Te (-0.28, 1.76, 2.09)
C (-1.17, -5.17, 1.05)
C (-1.27, -4.86, -0.45)
C (0.11, -5.00, -1.13)
C (1.12, -3.87, -0.96)
N (0.80, -2.86, -1.96)
C (-0.11, -1.86, -1.88)
Se (-0.84, -1.38, -0.25)
N (-0.26, -1.26, -3.06)
C (-1.36, -0.41, -3.41)
C (-2.79, -0.93, -3.42)
C (-2.93, -2.14, -4.43)
C (-2.68, -3.54, -3.90)
C (0.49, -1.96, -3.99)
C (0.66, -1.72, -5.39)
C (1.48, -2.62, -6.07)
C (2.13, -3.66, -5.41)
C (1.90, -3.84, -3.99)
C (1.19, -2.92, -3.30)
H (-2.08, -5.02, 1.56)
H (-0.46, -4.46, 1.55)
H (-0.76, -6.20, 1.24)
H (-1.67, -3.83, -0.60)
H (-1.96, -5.58, -0.93)
H (-0.12, -5.00, -2.26)
H (0.60, -5.91, -0.81)
H (2.14, -4.28, -1.11)
H (1.06, -3.43, 0.02)
H (-1.15, 0.01, -4.38)
H (-1.30, 0.43, -2.77)
H (-3.42, -0.14, -3.78)
H (-3.19, -1.20, -2.49)
H (-2.33, -1.96, -5.34)
H (-3.94, -2.06, -4.80)
H (-1.67, -3.56, -3.52)
H (-2.77, -4.22, -4.76)
H (-3.39, -3.80, -3.08)
H (0.24, -0.90, -5.92)
H (1.75, -2.48, -7.11)
H (2.75, -4.37, -5.86)
H (2.38, -4.59, -3.46)
C (-1.16, 6.77, 2.34)
C (-2.65, 6.31, 2.28)
C (-3.17, 5.98, 0.90)
C (-2.37, 4.87, 0.17)
N (-3.14, 3.64, 0.31)
C (-2.92, 2.57, -0.53)
S (-1.92, 2.68, -1.94)
N (-3.46, 1.42, -0.15)
C (-4.30, 1.17, 0.95)
C (-5.66, 1.86, 0.85)
C (-6.41, 1.89, 2.18)
C (-6.49, 0.46, 2.77)
H (-0.78, 6.91, 3.35)
H (-0.91, 7.68, 1.81)
H (-0.46, 5.99, 1.96)
H (-3.27, 7.15, 2.71)
H (-2.71, 5.42, 2.92)
H (-3.27, 6.87, 0.28)
H (-4.18, 5.64, 0.99)
H (-1.34, 4.76, 0.59)
H (-2.20, 5.08, -0.88)
H (-3.68, 3.58, 1.16)
H (-3.11, 0.59, -0.68)
H (-3.67, 1.48, 1.82)
H (-4.35, 0.06, 1.05)
H (-6.22, 1.28, 0.10)
H (-5.57, 2.87, 0.50)
H (-7.44, 2.27, 1.98)
H (-5.86, 2.61, 2.84)
H (-6.49, -0.38, 2.09)
H (-7.46, 0.37, 3.30)
H (-5.78, 0.34, 3.66)
Cl (2.98, -5.55, 2.17)
C (3.60, -3.92, 2.17)
C (2.79, -2.87, 2.63)
C (3.38, -1.57, 2.59)
C (4.71, -1.37, 2.29)
C (5.24, 0.05, 2.33)
C (5.36, 0.66, 1.00)
N (4.12, 0.45, 0.24)
C (4.01, -0.34, -0.82)
C (2.79, -0.14, -1.37)
N (2.11, 0.64, -0.52)
C (2.96, 0.98, 0.42)
O (4.37, 0.96, 3.04)
C (4.23, 0.80, 4.43)
C (2.83, 1.08, 4.95)
C (2.41, 2.29, 5.31)
Cl (3.12, 3.76, 4.81)
S (0.71, 2.29, 5.70)
C (0.59, 0.59, 5.61)
C (1.74, 0.10, 5.16)
C (5.49, -2.46, 1.93)
Cl (7.17, -2.24, 1.57)
C (4.94, -3.71, 1.79)
H (1.76, -2.95, 2.73)
H (2.76, -0.80, 3.02)
H (6.30, 0.05, 2.71)
H (6.13, 0.13, 0.42)
H (5.46, 1.75, 1.10)
H (4.85, -0.95, -1.20)
H (2.39, -0.59, -2.25)
H (2.81, 1.69, 1.21)
H (4.94, 1.47, 5.01)
H (4.56, -0.21, 4.69)
H (-0.23, -0.03, 5.90)
H (1.88, -0.98, 4.86)
H (5.60, -4.52, 1.42)

Results of the Löwdin charge analysis, in e, for atoms 1 through 6: 0.66, 0.47, -1.41, 0.64, 0.58, -0.92

=====

ORCA calculation (wB97M-V/def2-TZVPD) on C42H55N5OSc as an isolated structure at a distorted geometry.

For the HOMO energy, the calculation gives -0.343 Eh. Its orbital gap is 5.726 eV. As for the total charge: +1. The value obtained for the energy relative to the best compared isomer or geometry (same formula, charge and spin) is 0.0 kJ/mol. The value obtained for the lowest unoccupied orbital energy is -3.598 eV.

Atoms and positions in Å:
Sc (-0.22, 0.41, -0.47)
C (-4.55, 5.01, -1.13)
C (-4.39, 4.23, 0.18)
C (-3.74, 2.90, -0.02)
C (-4.35, 1.68, -0.15)
C (-5.81, 1.38, -0.01)
C (-6.20, 1.07, 1.45)
C (-3.31, 0.71, -0.38)
C (-3.49, -0.65, -0.58)
C (-2.53, -1.61, -0.89)
C (-2.77, -3.01, -1.13)
C (-4.10, -3.69, -0.97)
C (-4.38, -4.07, 0.49)
C (-1.58, -3.58, -1.47)
C (-0.59, -2.53, -1.43)
C (0.77, -2.67, -1.71)
C (1.76, -1.69, -1.64)
N (1.55, -0.39, -1.29)
C (2.76, 0.24, -1.29)
C (2.95, 1.59, -0.99)
C (1.99, 2.55, -0.68)
N (0.65, 2.31, -0.56)
C (0.04, 3.50, -0.30)
C (-1.34, 3.66, -0.13)
C (-2.33, 2.68, -0.19)
N (-2.10, 1.35, -0.39)
C (1.03, 4.54, -0.23)
C (2.24, 3.96, -0.47)
C (3.59, 4.61, -0.48)
C (4.29, 4.51, 0.88)
C (0.74, 5.98, 0.09)
C (0.52, 6.22, 1.59)
C (3.79, -0.69, -1.67)
C (3.17, -1.89, -1.88)
C (3.81, -3.19, -2.26)
C (4.10, -4.08, -1.05)
C (5.24, -0.37, -1.82)
C (5.55, 0.27, -3.18)
N (-1.19, -1.35, -1.08)
C (-1.31, -5.00, -1.86)
C (-1.30, -5.19, -3.38)
H (-5.02, 5.98, -0.96)
H (-5.18, 4.45, -1.83)
H (-3.59, 5.18, -1.61)
H (-5.38, 4.09, 0.64)
H (-3.81, 4.82, 0.89)
H (-6.08, 0.54, -0.64)
H (-6.39, 2.23, -0.37)
H (-5.64, 0.21, 1.82)
H (-7.26, 0.85, 1.53)
H (-5.98, 1.92, 2.09)
H (-4.51, -1.01, -0.51)
H (-4.12, -4.59, -1.59)
H (-4.90, -3.05, -1.35)
H (-3.63, -4.77, 0.86)
H (-5.37, -4.53, 0.60)
H (-4.34, -3.18, 1.13)
H (1.09, -3.66, -2.01)
H (3.97, 1.95, -1.04)
H (-1.68, 4.67, 0.07)
H (3.49, 5.65, -0.77)
H (4.22, 4.14, -1.25)
H (3.72, 5.04, 1.65)
H (5.29, 4.96, 0.83)
H (4.40, 3.47, 1.20)
H (-0.14, 6.30, -0.47)
H (1.57, 6.60, -0.25)
H (-0.32, 5.63, 1.96)
H (0.30, 7.27, 1.78)
H (1.40, 5.94, 2.16)
H (4.74, -2.99, -2.80)
H (3.17, -3.73, -2.96)
H (4.77, -3.58, -0.35)
H (4.57, -5.02, -1.35)
H (3.18, -4.32, -0.51)
H (5.83, -1.28, -1.71)
H (5.55, 0.30, -1.02)
H (5.33, -0.42, -4.00)
H (6.61, 0.54, -3.25)
H (4.96, 1.17, -3.34)
H (-2.08, -5.64, -1.42)
H (-0.36, -5.33, -1.44)
H (-2.26, -4.92, -3.81)
H (-1.09, -6.23, -3.64)
H (-0.54, -4.56, -3.85)
O (0.33, -0.18, 1.45)
C (0.99, -1.04, 2.08)
C (1.76, -0.67, 3.31)
C (1.06, -1.17, 4.59)
C (0.37, -2.53, 4.44)
C (1.26, -3.63, 3.86)
C (1.75, -3.36, 2.41)
N (1.01, -2.31, 1.71)
H (1.87, 0.41, 3.32)
H (2.76, -1.11, 3.23)
H (0.32, -0.44, 4.90)
H (1.81, -1.23, 5.38)
H (-0.52, -2.42, 3.82)
H (0.01, -2.85, 5.42)
H (0.71, -4.57, 3.89)
H (2.14, -3.76, 4.50)
H (1.64, -4.26, 1.81)
H (2.80, -3.11, 2.40)
H (0.48, -2.55, 0.88)

Results of the Löwdin charge analysis, in e, for atoms 1 through 6: 1.16, -0.08, -0.18, -0.12, -0.12, -0.18